*w*
The following is a quantum chemistry calculation of a single C7H11F molecule, from the Open Molecules 2025 dataset.

Calculated values
frontier orbital gap	9.97	eV
SMILES	C[C@@H]1C(/C=C/F)[C@H]1C

Each line ends with the Löwdin charge.
Atoms and positions in Å:
C 0.24711 0.54470 -0.05632  -0.28
C 1.39197 0.23621 -0.88876  -0.07
C -1.06484 -0.12356 -0.25531  -0.31
C 2.34612 1.14102 -1.16778  -0.15
C -0.25434 -0.44398 0.99378  -0.28
C -1.44319 -0.87876 -1.48134  -0.09
C -0.48464 -0.08983 2.39787  -0.08
F 3.43613 1.02165 -1.93068  0.02
H 0.18576 1.64018 0.22992  0.16
H 1.51165 -0.86567 -0.84341  0.13
H -2.02632 0.50621 0.04532  0.17
H 2.05961 2.18615 -0.92906  0.12
H 0.32188 -1.41812 0.90455  0.15
H -2.22564 -1.68751 -1.25978  0.09
H -0.46283 -1.26983 -1.84969  0.07
H -2.00556 -0.25929 -2.33450  0.12
H 0.22819 0.67134 2.81457  0.10
H -0.24632 -1.03358 2.90014  0.07
H -1.51475 0.12268 2.71047  0.08

---

*x*
The following is a quantum chemistry calculation of a single C7H11F molecule, from the Open Molecules 2025 dataset.

Calculated values
frontier orbital gap	10.02	eV
SMILES	C[C@@H](F)C1=CCCC1

Each line ends with the Löwdin charge.
Atoms and positions in Å:
C -2.41287 0.71855 0.46151  -0.05
C -1.69519 -0.36352 -0.30543  -0.40
C -0.20168 -0.14269 -0.22420  -0.21
C 0.56386 0.37562 -1.17453  -0.06
C 1.99078 0.39069 -0.84638  -0.19
C 2.02619 -0.54213 0.41564  -0.18
C 0.58253 -0.66440 0.97649  -0.13
H -3.47168 0.49615 0.35947  0.07
H -2.32739 1.73076 -0.00090  0.10
H -2.08006 0.67209 1.57450  0.12
H -1.96171 -1.32241 0.18635  0.15
H 0.09346 0.70429 -2.09195  0.12
H 2.32970 1.41210 -0.51338  0.12
H 2.67461 0.08716 -1.65094  0.11
H 2.76448 -0.00799 1.10070  0.11
H 2.48559 -1.50114 0.17058  0.10
H 0.42662 -0.00453 1.87936  0.12
H 0.30263 -1.66162 1.28579  0.10
F -2.08986 -0.37697 -1.60268  0.01

---

The computed energies, referenced to the most stable structure and given in hartree, are *w* 0.0781; *x* 0.0000.